Record 1
Here is 2 unconnected molecules or ions with the total composition C30H55F2NO7SSi from the OMol25 dataset. Energies are from the ωB97M-V functional and the def2-TZVPD basis.

```
97
Properties=species:S:1:pos:R:3:forces:R:3
C 7.595 0.931 1.570 0.2 -0.2 -0.2
C 8.455 -0.326 1.420 0.1 0.5 0.3
C 7.863 -1.540 2.124 -0.4 -0.1 -0.5
C 6.587 -2.109 1.467 0.3 0.1 -0.4
C 6.516 -1.967 -0.062 -0.8 -0.3 0.5
C 5.144 -2.517 -0.551 0.6 0.6 0.7
C 4.180 -1.351 -0.759 -0.5 -0.8 -0.2
C 2.720 -1.786 -0.957 0.0 0.5 -0.3
C 1.918 -0.672 -1.662 -0.1 -0.3 0.4
C 1.527 0.456 -0.686 0.0 -0.6 -0.6
C 0.257 0.048 0.058 1.1 0.6 0.1
O -0.241 1.165 0.808 -0.3 -0.4 -0.4
C -1.541 1.582 0.506 -0.8 1.0 0.2
C -1.749 2.904 1.302 0.9 0.1 -0.3
O -1.170 2.841 2.584 -0.8 -0.1 0.1
C -2.074 3.079 3.657 0.8 -0.1 0.3
C -1.685 1.975 -0.971 -0.4 -0.2 -0.5
O -3.032 2.357 -1.262 0.4 0.1 0.0
C -3.417 2.055 -2.586 -0.5 0.2 0.2
C -3.835 0.618 -2.833 0.0 -0.5 -1.2
N -2.718 -0.234 -3.305 0.1 0.3 0.3
C -2.632 0.562 0.930 -0.2 0.0 0.4
F -2.824 -0.334 -0.088 0.1 -0.3 -0.1
F -3.844 1.205 1.057 0.0 0.1 -0.1
C -2.362 -0.141 2.252 1.0 -0.3 0.2
C -1.895 -1.604 2.133 -0.6 -0.3 0.6
Si -3.287 -2.903 1.946 -0.1 0.5 -0.7
C -4.914 -2.018 1.581 -0.2 -0.2 0.1
C -3.514 -3.950 3.492 0.1 0.5 -0.4
C -2.797 -3.933 0.426 -0.7 0.7 1.8
C -2.059 -5.081 0.600 0.0 0.0 0.5
C -1.660 -5.802 -0.496 0.7 -0.7 1.0
C -1.999 -5.354 -1.734 0.6 -1.1 -1.7
C -2.746 -4.235 -1.924 -0.5 0.9 -0.6
C -3.146 -3.511 -0.831 -0.4 0.5 -0.3
H 6.618 0.832 1.095 -0.1 0.0 0.1
H 8.103 1.775 1.106 -0.1 0.1 0.0
H 7.462 1.144 2.631 -0.1 0.1 0.0
H 9.418 -0.090 1.883 0.1 -0.1 0.0
H 8.677 -0.514 0.371 -0.1 -0.1 -0.1
H 8.603 -2.339 2.162 0.1 0.0 0.1
H 7.604 -1.234 3.140 0.2 -0.2 0.2
H 5.694 -1.628 1.873 0.0 0.0 0.1
H 6.500 -3.173 1.698 0.0 0.0 0.2
H 7.359 -2.464 -0.540 0.1 0.1 -0.1
H 6.513 -0.901 -0.285 0.4 0.0 -0.3
H 4.745 -3.130 0.261 -0.1 -0.3 -0.2
H 5.261 -3.126 -1.445 -0.2 0.0 -0.1
H 4.219 -0.691 0.110 0.2 0.2 -0.1
H 4.487 -0.800 -1.650 0.1 0.2 0.1
H 2.242 -2.002 0.000 0.1 -0.1 0.1
H 2.664 -2.712 -1.532 0.1 0.0 -0.1
H 1.009 -1.109 -2.089 0.0 0.1 -0.1
H 2.510 -0.287 -2.492 0.0 0.1 0.0
H 1.387 1.390 -1.232 -0.1 0.1 0.1
H 2.348 0.586 0.016 0.0 0.3 0.1
H 0.561 -0.710 0.777 -0.3 -0.2 0.1
H -0.448 -0.366 -0.659 -0.3 0.0 0.2
H -2.794 3.208 1.304 -0.1 -0.2 0.1
H -1.202 3.663 0.731 0.1 0.0 0.1
H -1.797 2.402 4.467 -0.1 -0.1 0.0
H -3.115 2.890 3.395 0.0 0.1 -0.1
H -1.912 4.092 4.035 -0.4 0.1 -0.1
H -1.413 1.160 -1.643 0.2 -0.1 0.2
H -1.040 2.835 -1.176 0.2 -0.1 0.1
H -4.285 2.685 -2.792 -0.1 0.0 0.1
H -2.652 2.371 -3.311 0.1 -0.1 0.0
H -4.338 0.180 -1.975 0.2 0.1 0.3
H -4.590 0.635 -3.631 -0.1 0.3 0.1
H -3.066 -0.960 -3.919 0.0 -0.1 0.2
H -2.124 0.344 -3.891 0.0 -0.1 0.0
H -3.225 -0.076 2.910 -0.3 0.1 -0.2
H -1.577 0.422 2.757 0.0 0.1 -0.1
H -1.389 -1.837 3.075 0.1 -0.1 0.0
H -1.168 -1.766 1.344 0.0 0.1 -0.1
H -4.986 -1.670 0.552 0.1 0.1 0.0
H -5.084 -1.150 2.219 0.1 0.0 0.0
H -5.767 -2.683 1.738 0.0 -0.1 0.0
H -2.684 -4.643 3.613 -0.1 -0.1 0.2
H -4.467 -4.472 3.438 0.0 -0.3 0.0
H -3.566 -3.280 4.352 0.1 -0.1 0.1
H -1.815 -5.370 1.614 0.2 -0.3 -0.1
H -1.060 -6.692 -0.357 0.0 -0.1 -0.2
H -1.661 -5.910 -2.603 0.0 0.0 0.0
H -3.009 -3.890 -2.915 0.0 -0.1 -0.1
H -3.729 -2.608 -0.945 0.0 0.1 -0.1
O -0.121 7.419 -3.164 0.2 0.2 0.0
S -1.516 7.620 -3.031 -0.2 -0.4 0.2
O -2.142 8.823 -3.433 0.0 0.2 -0.2
O -1.928 7.288 -1.516 0.2 -0.2 -0.2
C -2.923 6.257 -1.486 -0.4 0.0 0.0
C -2.653 5.433 -2.725 0.3 -0.3 0.2
O -2.288 6.394 -3.723 -0.2 0.3 0.2
H -3.908 6.727 -1.525 0.0 0.0 0.0
H -2.835 5.674 -0.572 0.2 0.1 0.0
H -3.521 4.865 -3.044 0.0 0.2 -0.2
H -1.808 4.756 -2.574 0.0 0.0 0.0
```
Forces are in eV/Å.

Values from the calculation:
HOMO level = -9.24 eV
SMILES = CCCCCCCCCCCO[C@@](COC)(COCCN)C(F)(F)CC[Si](C)(C)c1ccccc1.O=S1(=O)OCCO1
calculated total energy = -2644.89806 Eh
E_LUMO = 0.47 eV



Record 2
Here is a molecular structure, C39H38BrEuN6O3 from the OMol25 dataset. Energies are from the ωB97M-V functional and the def2-TZVPD basis.

```
88
Properties=species:S:1:pos:R:3:forces:R:3
Eu 1.095 -0.117 -1.002 0.5 0.1 0.2
C 2.116 -2.946 -3.323 0.0 0.1 0.2
C 2.513 -3.291 -1.921 -0.3 0.2 0.3
C 3.607 -4.108 -1.690 0.4 -0.2 1.1
C 4.045 -4.329 -0.371 -0.2 0.0 -1.2
C 3.322 -3.790 0.666 -0.7 0.5 0.0
C 2.191 -3.015 0.366 0.5 -0.5 -1.9
N 1.810 -2.729 -0.917 0.5 -0.8 1.3
C 1.437 -2.417 1.455 -0.9 1.1 0.9
C 1.226 -3.113 2.655 0.1 0.2 -0.5
C 0.610 -2.461 3.697 -0.3 0.9 0.0
C 0.259 -1.108 3.550 0.1 -0.9 0.3
C 0.469 -0.489 2.332 0.1 -0.3 -0.3
N 0.999 -1.143 1.287 0.3 -1.0 0.6
C 0.154 0.941 2.116 -0.2 0.6 -0.2
C -0.018 1.805 3.189 0.0 -0.2 0.0
C -0.285 3.138 2.943 0.0 0.1 -0.1
C -0.434 3.560 1.638 0.0 0.0 0.1
C -0.275 2.643 0.606 -0.1 -0.1 0.0
C -0.514 3.080 -0.809 0.1 -0.2 0.0
N 0.070 1.369 0.844 -0.1 0.2 0.3
H 2.581 -3.618 -4.041 0.0 0.0 0.0
H 2.454 -1.926 -3.544 0.0 -0.1 0.0
H 1.036 -2.971 -3.440 0.0 0.0 0.0
H 4.128 -4.542 -2.533 0.1 0.0 0.1
H 4.947 -4.895 -0.178 -0.1 -0.1 0.0
H 3.646 -3.913 1.690 -0.1 0.0 0.0
H 1.517 -4.151 2.742 0.0 0.0 -0.1
H 0.401 -2.985 4.620 0.0 0.1 0.0
H -0.203 -0.574 4.367 0.0 0.0 0.0
H 0.079 1.454 4.205 0.0 0.0 0.0
H -0.389 3.837 3.763 0.0 0.0 0.0
H -0.678 4.589 1.408 0.0 0.0 0.0
H -1.402 3.704 -0.863 -0.1 0.0 0.0
H -0.648 2.222 -1.466 0.0 0.1 -0.1
H 0.315 3.679 -1.185 0.0 0.0 0.0
C -3.704 -2.928 1.276 0.1 0.0 0.1
C -2.612 -2.104 1.971 0.0 0.1 -0.1
C -2.996 -0.648 2.007 0.2 -0.1 -0.1
C -3.587 -0.103 3.137 0.0 0.0 0.1
C -4.106 1.183 3.119 0.0 0.1 -0.1
C -4.131 1.873 1.919 0.0 0.0 0.1
C -3.565 1.349 0.761 0.2 -0.1 -0.1
C -3.787 2.073 -0.544 -0.1 -0.1 0.0
C -5.196 1.799 -1.084 0.1 0.1 0.0
C -2.886 0.119 0.833 -0.4 0.0 0.4
N -2.069 -0.345 -0.208 0.3 0.1 -0.1
C -2.589 -0.809 -1.280 -0.2 -0.1 0.0
C -1.859 -1.085 -2.462 0.2 -0.2 -0.5
C -2.407 -1.496 -3.681 -0.1 0.0 0.3
C -1.400 -1.366 -4.634 0.2 -0.1 -0.1
C -0.286 -0.891 -3.948 0.0 0.1 -0.2
N -0.529 -0.740 -2.631 -0.5 0.1 -0.2
H -3.510 -3.997 1.385 0.0 0.0 -0.1
H -3.744 -2.695 0.211 0.0 0.0 0.1
H -4.680 -2.710 1.711 0.0 0.0 0.0
H -1.671 -2.233 1.430 0.1 0.0 0.0
H -2.478 -2.475 2.987 0.1 0.0 0.1
H -3.648 -0.699 4.041 0.0 0.0 0.0
H -4.517 1.627 4.016 0.0 0.0 0.0
H -4.614 2.845 1.869 0.0 0.0 0.0
H -3.054 1.765 -1.289 0.0 0.1 0.0
H -3.685 3.150 -0.391 0.1 0.0 0.0
H -5.356 0.728 -1.219 0.0 0.0 0.0
H -5.340 2.294 -2.046 0.0 0.0 0.0
H -5.951 2.170 -0.390 0.0 0.0 0.0
H -3.670 -0.976 -1.347 0.0 0.0 0.0
H -3.419 -1.840 -3.828 0.0 0.1 0.0
H -1.464 -1.578 -5.689 0.0 0.0 0.0
H 0.664 -0.600 -4.374 0.0 0.0 0.1
Br 3.597 0.738 2.154 0.0 0.0 0.1
C 3.522 2.125 0.865 -0.5 0.0 -0.4
C 4.349 3.218 1.066 0.0 0.0 0.0
C 4.367 4.200 0.091 0.0 -0.1 0.1
C 3.605 4.018 -1.048 0.0 0.2 0.0
C 2.808 2.892 -1.154 0.0 -0.3 0.0
N 2.713 1.970 -0.179 0.6 0.5 0.1
C 2.085 2.611 -2.485 0.3 0.3 0.3
O 2.138 3.487 -3.327 -0.1 0.0 -0.2
O 1.525 1.469 -2.559 -0.1 -0.1 0.0
H 4.958 3.280 1.954 0.0 0.0 0.0
H 4.992 5.075 0.213 0.0 0.0 0.0
H 3.606 4.724 -1.867 0.0 -0.1 0.0
C 4.298 -0.361 -1.662 0.5 -0.1 -0.1
O 3.205 -0.549 -0.868 -0.8 -0.2 -0.1
H 4.722 -1.328 -1.986 0.1 0.1 -0.1
H 5.100 0.162 -1.123 0.2 0.1 0.0
H 4.074 0.221 -2.565 0.1 0.1 -0.2
```
Forces are in eV/Å.

Values from the calculation:
2S+1 = 7
⟨S²⟩ = 12.012
HOMO level (spin up / spin down) = -7.18 / -7.18 eV
calculated total energy = -5347.70873 Eh
E_LUMO (spin up / spin down) = -0.52 / -0.52 eV



Record 3
Here is 2 unconnected molecules or ions with the total composition C4H12OS2 from the OMol25 dataset. Energies are from the ωB97M-V functional and the def2-TZVPD basis.

```
19
Properties=species:S:1:pos:R:3:forces:R:3
C -1.096 -2.093 1.486 1.1 -0.4 -0.1
C -1.015 -2.647 0.042 -0.3 1.1 0.5
S 0.211 -1.789 -0.979 1.4 -2.7 -0.4
S -0.588 0.135 -0.932 -1.3 2.4 0.1
C 1.013 0.895 -1.346 -0.1 0.2 0.3
C 0.843 2.386 -1.603 0.2 0.4 0.2
H -2.110 -2.051 1.872 -0.1 -0.1 0.1
H -0.642 -1.105 1.518 -0.4 0.3 -0.1
H -0.449 -2.679 2.148 -0.3 -0.2 0.1
H -2.016 -2.522 -0.383 0.1 -0.2 -0.4
H -0.685 -3.678 -0.016 -0.3 -0.1 0.1
H 1.673 0.829 -0.475 0.0 -0.3 0.0
H 1.478 0.322 -2.149 -0.1 0.2 -0.2
H 1.798 2.873 -1.825 0.2 -0.2 0.0
H 0.487 2.821 -0.669 -0.1 0.1 -0.1
H 0.152 2.705 -2.380 -0.2 -0.4 -0.1
H 1.035 3.225 4.653 0.0 -0.4 0.0
H 0.295 3.497 3.325 0.2 -0.1 0.2
O 0.736 3.922 4.074 -0.2 0.5 -0.3
```
Forces are in eV/Å.

Values from the calculation:
2S+1 = 2
⟨S²⟩ = 0.753
HOMO level (spin up / spin down) = 0.53 / -3.47 eV
calculated total energy = -1031.17560 Eh
energy relative to the best compared isomer or geometry (same formula, charge and spin) = 0.588 eV
E_LUMO (spin up / spin down) = 3.35 / 3.28 eV
total charge = -1